A cluster of 8 separate species, C33H75BBrF8N2O10S7 in total at a distorted geometry, computed with ωB97M-V with the def2-TZVPD basis set.

```
137
Properties=species:S:1:pos:R:3:forces:R:3:lowdin_charge:R:1
C 4.521666 0.865391 2.809066 0.166 -0.334 -0.199 -0.1240
C 3.540471 2.016763 3.091319 0.079 0.260 0.391 -0.1424
B 1.991266 1.736487 2.586622 -0.236 0.139 -0.109 -0.7555
C 1.121872 1.132012 3.833939 0.171 0.050 0.294 -0.1222
N 1.823463 0.072803 4.602885 -0.234 -0.001 -0.030 -0.1264
C 1.676955 -1.209863 3.943641 0.234 -0.209 -0.052 -0.1542
O 2.012501 0.830089 1.351878 -0.340 0.100 -0.476 -0.0173
C 1.373438 1.432834 0.239818 -0.252 0.568 0.728 -0.3740
C 2.095399 1.136077 -1.090379 0.414 -0.234 -0.298 -0.1653
C 3.563500 0.731472 -0.918596 0.117 -0.215 -0.136 -0.1002
C -0.027300 0.805676 0.029136 0.286 -0.477 0.159 -0.0818
C -1.126662 1.010383 1.048409 0.069 0.119 0.590 -0.1741
O -2.386260 0.961711 0.330955 -0.199 -0.074 -0.244 -0.1305
C -3.349135 1.877955 0.723574 -0.312 0.052 0.329 -0.1276
C -4.111172 1.406026 1.973001 -0.067 -0.223 -0.080 -0.3966
F -3.264326 0.927518 2.915378 -0.063 0.118 -0.015 0.1334
F -4.790447 2.450389 2.523429 -0.011 0.083 -0.048 0.1164
C -5.198926 0.308653 1.781130 0.182 -0.950 -0.461 -0.3499
F -6.208342 0.767882 1.027876 -0.362 0.733 -0.181 0.1372
F -5.716847 -0.021975 2.984631 -0.042 0.187 0.593 0.1368
C -4.820295 -1.054996 1.121015 0.349 0.373 -0.014 -0.3855
F -4.845182 -0.910075 -0.220043 0.178 0.006 -0.099 0.1395
F -3.604093 -1.461441 1.506620 0.478 0.013 0.069 0.1579
C -5.754798 -2.203738 1.495704 -0.462 0.069 0.312 -0.3119
F -5.386430 -3.288517 0.795786 0.357 -0.447 -0.153 0.1036
F -7.017393 -1.918562 1.117853 -0.397 0.225 0.049 0.0986
C 1.418086 2.973056 0.658761 -0.331 0.394 0.420 -0.3649
C 0.434898 4.000705 0.029663 0.586 0.238 -0.084 -0.1710
N -0.995834 3.702110 -0.077590 0.036 0.188 -0.044 0.0254
C 2.842560 3.498032 0.319261 0.321 0.056 -0.126 -0.1771
C 3.259200 4.955119 0.533113 -0.701 0.166 -0.302 -0.6969
C 4.765164 5.135754 0.403082 0.274 -0.029 -0.203 -0.1544
Br 2.668435 5.775899 2.222756 0.071 0.121 0.194 0.6906
O 1.242313 2.964807 2.069332 0.327 -0.785 -0.762 -0.0283
H 4.574088 0.158124 3.650965 -0.084 0.203 -0.174 0.0637
H 5.557014 1.201506 2.602973 -0.332 -0.007 0.152 0.0381
H 4.184415 0.287009 1.931222 0.185 0.197 0.225 0.0505
H 3.926655 2.955896 2.662990 -0.049 -0.243 0.172 0.0571
H 3.520369 2.188748 4.184742 0.016 0.011 -0.335 0.0899
H 0.889557 1.964567 4.523296 0.200 -0.167 -0.190 0.1078
H 0.151910 0.740244 3.503358 -0.284 -0.004 -0.095 0.0719
H 1.472196 0.024219 5.554522 -0.016 -0.094 -0.192 0.0893
H 0.612881 -1.500638 3.766778 0.135 0.111 0.088 0.0601
H 2.172151 -2.021890 4.507696 -0.141 0.349 -0.173 0.0637
H 2.135295 -1.138206 2.946366 -0.073 -0.079 0.229 0.0806
H 1.537749 0.334498 -1.609018 0.394 0.168 0.147 0.1043
H 2.026984 2.002155 -1.767761 -0.104 -0.157 0.190 0.1125
H 3.632440 -0.212064 -0.356529 -0.018 0.260 -0.174 0.0778
H 4.136722 1.481527 -0.368493 -0.097 -0.294 -0.169 0.0430
H 4.061443 0.609412 -1.895728 -0.205 -0.035 0.190 0.0676
H -0.429970 1.090854 -0.942660 0.036 0.134 -0.156 0.1064
H 0.199699 -0.277893 -0.046449 -0.187 0.401 -0.010 0.1311
H -1.138703 0.208406 1.796992 0.049 0.200 -0.162 0.1109
H -1.026447 1.972411 1.566613 -0.024 -0.276 -0.129 0.1181
H -4.084454 1.997005 -0.089005 0.191 -0.035 0.177 0.1429
H -2.920433 2.868136 0.951176 -0.065 -0.290 0.067 0.1265
H -5.733275 -2.427720 2.566910 0.060 0.053 -0.174 0.1728
H 0.864009 4.316908 -0.949030 -0.193 -0.189 0.291 0.1201
H 0.513622 4.866100 0.708264 0.006 -0.244 -0.294 0.0877
H -1.460322 4.560539 -0.359455 -0.002 -0.076 0.065 0.0781
H -1.183226 3.038236 -0.817719 0.084 -0.132 -0.110 0.0649
H 3.562165 2.862094 0.833561 -0.181 0.103 -0.130 0.0920
H 3.020440 3.384033 -0.762389 0.012 -0.057 0.257 0.1190
H 2.720426 5.578606 -0.197624 0.336 -0.170 0.225 0.0744
H 5.014745 6.141962 0.036720 -0.073 -0.214 0.174 0.0705
H 5.159809 4.392943 -0.307595 -0.070 0.262 0.175 0.0523
H 5.283918 4.985729 1.361360 -0.259 -0.064 -0.263 0.0682
C -8.023432 1.469249 -1.519833 0.067 -0.095 -0.059 -0.2686
S -8.391625 2.669577 -2.801841 -0.082 0.091 0.084 0.8013
O -7.737933 3.941930 -2.392839 0.058 0.036 -0.017 -0.5533
C -10.125520 2.848176 -2.343239 -0.055 -0.013 -0.090 -0.2778
H -6.960864 1.243454 -1.571112 0.001 -0.009 -0.016 0.0305
H -8.266389 1.895519 -0.547042 0.004 0.009 -0.007 0.0562
H -8.599006 0.564519 -1.715896 0.039 -0.032 0.043 0.0591
H -10.190821 3.180241 -1.307309 0.027 0.004 -0.004 0.0536
H -10.637413 1.895953 -2.484241 -0.025 0.018 -0.001 0.0490
H -10.551280 3.599735 -3.005183 -0.026 0.001 0.018 0.0435
C -4.669841 -0.320272 -3.411968 0.141 0.146 0.046 -0.2657
S -5.156967 0.296163 -5.028575 -0.129 -0.019 0.209 0.7803
O -6.618439 0.576258 -4.933161 -0.001 -0.069 -0.036 -0.5733
C -4.991236 -1.291733 -5.858149 0.029 0.032 -0.100 -0.2699
H -4.725825 0.512599 -2.713563 -0.026 0.000 0.001 0.0438
H -5.366242 -1.107304 -3.123688 0.001 0.012 0.018 0.0587
H -3.641915 -0.681887 -3.431537 -0.003 0.001 -0.029 0.0562
H -5.617680 -2.022043 -5.346771 -0.006 0.004 -0.006 0.0546
H -3.943873 -1.593097 -5.846134 -0.004 -0.009 -0.011 0.0462
H -5.329799 -1.157045 -6.883688 0.000 -0.023 -0.004 0.0460
C -1.709643 2.596792 -6.438423 -0.020 -0.010 -0.060 -0.2605
S -1.640525 1.160395 -5.367152 -0.009 -0.125 0.031 0.7561
O -1.134402 1.641200 -4.058280 -0.019 0.028 0.177 -0.5399
C -0.277010 0.342139 -6.186788 0.045 0.036 -0.070 -0.2805
H -2.474262 3.258698 -6.036554 0.005 -0.005 -0.002 0.0515
H -0.736630 3.087568 -6.422002 -0.015 0.012 -0.001 0.0581
H -1.979481 2.283448 -7.446650 0.004 0.028 -0.023 0.0522
H 0.589895 1.002974 -6.184770 0.003 -0.017 -0.002 0.0639
H -0.561697 0.070995 -7.203065 0.043 -0.014 0.013 0.0435
H -0.050996 -0.563100 -5.627770 -0.007 0.019 -0.003 0.0471
C 2.145191 -4.064897 -6.963959 0.056 -0.028 -0.001 -0.2696
S 2.133306 -2.847533 -8.282366 -0.011 0.019 0.035 0.8135
O 1.116382 -1.834733 -7.896110 -0.046 0.060 -0.037 -0.5561
C 1.354266 -3.895098 -9.516278 0.031 -0.031 -0.020 -0.2745
H 2.550315 -3.572599 -6.082284 -0.007 -0.012 0.008 0.0530
H 1.122927 -4.391005 -6.775198 -0.001 0.004 0.004 0.0581
H 2.782510 -4.902511 -7.247489 -0.005 -0.006 0.026 0.0527
H 0.392130 -4.235455 -9.134660 -0.002 0.005 -0.001 0.0569
H 2.008615 -4.736423 -9.744482 -0.016 -0.004 -0.015 0.0517
H 1.210898 -3.285395 -10.405827 -0.009 -0.009 -0.004 0.0477
C 8.069537 1.264092 0.766667 0.088 0.014 -0.027 -0.2621
S 7.745618 1.711654 -0.943506 -0.081 -0.244 0.210 0.8056
O 6.488723 2.494239 -0.909168 -0.058 0.328 -0.192 -0.5476
C 7.269174 0.061219 -1.479138 0.059 -0.017 -0.030 -0.2701
H 8.324160 2.183985 1.289382 0.014 -0.005 0.014 0.0524
H 7.158422 0.843843 1.193012 0.008 -0.011 -0.025 0.0371
H 8.901669 0.561026 0.814692 -0.007 0.001 0.030 0.0506
H 6.427713 -0.267837 -0.869562 -0.007 0.010 0.002 0.0509
H 8.119241 -0.615789 -1.388856 -0.016 -0.013 -0.006 0.0479
H 6.963197 0.142603 -2.520458 -0.004 -0.017 0.000 0.0464
C 1.652401 -6.970708 3.763757 -0.231 -0.037 -0.205 -0.2740
S 1.824617 -5.210325 3.431221 0.264 -0.135 0.098 0.8138
O 2.674083 -4.728324 4.551743 -0.041 0.145 0.070 -0.5552
C 0.130538 -4.742814 3.790783 0.000 -0.001 0.023 -0.2579
H 2.641311 -7.408259 3.647858 0.006 0.008 0.006 0.0461
H 1.301752 -7.100102 4.787388 0.012 0.018 0.007 0.0497
H 0.958817 -7.420124 3.051722 0.013 -0.040 0.023 0.0488
H -0.119974 -5.037996 4.810143 0.009 0.000 -0.005 0.0510
H -0.530242 -5.224519 3.069814 -0.015 0.033 -0.008 0.0544
H 0.078123 -3.659915 3.684822 -0.021 -0.007 0.012 0.0289
C 2.730011 -4.811319 9.969852 0.018 -0.078 -0.045 -0.2814
S 3.081716 -4.176461 8.316715 -0.011 -0.015 0.103 0.7978
O 3.201802 -2.707960 8.473572 0.053 0.085 0.036 -0.5403
C 1.444994 -4.479518 7.645416 0.067 0.024 -0.109 -0.2758
H 3.622038 -4.646958 10.571200 -0.007 0.002 -0.002 0.0430
H 1.890560 -4.257124 10.388567 -0.001 0.014 -0.001 0.0517
H 2.510101 -5.878146 9.915460 -0.003 0.003 0.022 0.0456
H 0.716344 -3.933233 8.243453 -0.010 0.019 -0.009 0.0587
H 1.243991 -5.551579 7.648075 -0.011 0.002 -0.023 0.0507
H 1.482198 -4.109025 6.621230 -0.054 -0.037 0.032 0.0165
```
Forces are in eV/Å.

Output
Net charge: -1
LUMO level: 0.0568 hartree
HOMO-LUMO gap: 5.53 eV
E: -8349.26915 a.u.